Entry 1:
{
  "formula": "C8H12O4",
  "method": "ωB97M-V with the def2-TZVPD basis set",
  "symbols": ["C", "C", "C", "C", "C", "C", "C", "C", "H", "H", "H", "H", "H", "H", "H", "H", "H", "H", "H", "H", "O", "O", "O", "O"],
  "xyz": [[0.2369, 1.8113, -0.9537], [-0.8761, 0.8191, -1.2011], [-0.8697, -0.6767, -0.4611], [0.3522, -1.5701, -0.7941], [1.5410, -1.2737, 0.0134], [1.5011, -0.5668, 1.2811], [0.3845, 0.1897, 1.6498], [-0.9026, -0.1641, 0.9275], [-0.9885, 2.2205, 0.5113], [0.4330, 2.4992, -1.8764], [1.2886, 1.3968, -0.8912], [-1.8614, 1.5229, -1.0137], [-0.9688, 0.6252, -2.2820], [-2.6258, -1.4542, -0.0345], [-0.0400, -2.7032, -0.8782], [0.5671, -1.1568, -2.0703], [1.8969, -2.4190, 0.2478], [2.8871, -0.9509, -0.9555], [2.4716, -0.7368, 1.6788], [0.4634, 0.8676, 2.5124], [0.2112, 2.8508, 0.1190], [-1.9857, -1.4663, -0.7914], [2.2656, -0.2103, -0.5187], [-1.9569, -0.0646, 1.4762]],
  "e_above_lowest_kj_mol": 824.4,
  "homo_energy_ev": -9.4,
  "max_force_ev_per_a": 8.30,
  "homo_lumo_gap_ev": 9.51,
  "mol_weight_g_mol": 172.18
}

=====

Entry 2:
{
  "formula": "C8H12O6",
  "method": "ωB97M-V with the def2-TZVPD basis set",
  "symbols": ["C", "C", "C", "O", "C", "O", "O", "H", "H", "H", "H", "H", "H", "C", "C", "C", "O", "C", "O", "O", "H", "H", "H", "H", "H", "H"],
  "xyz": [[-0.8733, 1.0427, 3.0184], [-0.9803, 1.3557, 1.5504], [-1.4273, 2.6287, 1.1024], [-0.1663, 3.3427, 0.8484], [0.8047, 2.4517, 0.6474], [1.9367, 2.8207, 0.4454], [0.3487, 1.2667, 0.9134], [-1.8453, 0.8527, 3.1214], [-0.3313, 2.0597, 3.3474], [-0.2643, 0.2497, 3.0754], [-1.6113, 0.5317, 0.9964], [-1.9253, 3.1297, 1.7904], [-1.8243, 2.5367, 0.1724], [0.6027, -2.1393, -0.0066], [0.6397, -1.3673, -1.3276], [1.5037, -2.1733, -2.2746], [0.7357, -1.9203, -3.4376], [-0.5273, -1.5933, -3.1546], [-1.4543, -1.4613, -3.9876], [-0.6583, -1.3653, -1.9256], [0.1377, -3.1593, -0.1056], [0.2747, -1.4423, 0.9344], [1.6057, -2.2883, 0.1834], [0.9647, -0.3323, -1.2736], [1.7577, -3.2473, -2.1436], [2.5757, -1.7783, -2.5096]],
  "e_above_lowest_kj_mol": 312.2,
  "homo_energy_ev": -10.5,
  "max_force_ev_per_a": 7.42,
  "homo_lumo_gap_ev": 10.92,
  "smiles": "C[C@H]1COC(=O)O1.C[C@H]1COC(=O)O1",
  "mol_weight_g_mol": 204.18
}

=====

Entry 3:
{
  "formula": "C8H12OS",
  "method": "ωB97M-V with the def2-TZVPD basis set",
  "symbols": ["C", "C", "C", "C", "C", "C", "C", "C", "O", "S", "H", "H", "H", "H", "H", "H", "H", "H", "H", "H", "H", "H"],
  "xyz": [[-0.3317, -0.0584, 0.1052], [3.7124, 0.1043, -0.2834], [-0.4515, -1.3231, 0.4068], [-0.5628, 1.2308, -0.1344], [-1.8376, -1.8823, 0.6031], [0.6515, -2.2948, 0.1963], [-0.4504, 2.2872, 0.8882], [-0.7262, 1.7662, -1.5797], [4.4167, -0.7325, -0.6119], [2.6518, 1.1612, 0.1109], [-2.2540, -1.3757, 1.4340], [-2.4637, -1.7702, -0.3038], [-1.6780, -2.9205, 0.8979], [1.1122, -2.1494, -0.7182], [1.3796, -2.2711, 0.9790], [0.2382, -3.2904, 0.2532], [-0.1463, 3.2872, 0.3977], [0.3029, 1.9521, 1.5932], [-1.2921, 2.6416, 1.4029], [0.0668, 2.4330, -1.9709], [-1.5764, 2.3528, -1.4879], [-0.7615, 0.8519, -2.1779]],
  "e_above_lowest_kj_mol": 80.2,
  "homo_energy_ev": [-4.6, -8.8],
  "max_force_ev_per_a": 8.44,
  "s2": 2.0092,
  "multiplicity": 3,
  "homo_lumo_gap_ev": [5.35, 7.19],
  "mol_weight_g_mol": 156.25
}

=====

Entry 4:
{
  "formula": "C8H12P2Si",
  "method": "ωB97M-V with the def2-TZVPD basis set",
  "symbols": ["C", "C", "C", "C", "C", "C", "C", "C", "Si", "P", "P", "H", "H", "H", "H", "H", "H", "H", "H", "H", "H", "H", "H"],
  "xyz": [[-1.9183, -3.1374, -1.5892], [-1.5358, -2.2000, -2.5117], [-2.1288, -2.7344, -0.2716], [-1.1713, -0.8737, -2.1268], [-1.9385, -1.3974, 0.0835], [-1.3431, -0.4838, -0.8259], [0.7953, 2.5375, 1.9880], [2.1959, 0.2670, 0.6601], [0.5040, 0.9349, 1.1194], [-2.0245, -0.9901, 1.8255], [-1.1563, 1.2849, -0.4719], [-2.0530, -4.2291, -2.0087], [-1.4672, -2.6306, -3.5671], [-2.4769, -3.3282, 0.4410], [-0.8403, -0.0262, -2.6875], [-0.1294, 3.1821, 2.3326], [1.2790, 2.5151, 2.9060], [1.2362, 3.2854, 1.3565], [2.3204, -0.7836, 0.5570], [2.5329, 0.6383, -0.3730], [3.0837, 0.3929, 1.3597], [-2.5734, 0.4411, 1.6313], [-0.3168, 1.5706, -1.7201]],
  "homo_energy_ev": [-6.3, -8.6],
  "max_force_ev_per_a": 4.26,
  "s2": 2.0124,
  "multiplicity": 3,
  "homo_lumo_gap_ev": [7.11, 6.67],
  "mol_weight_g_mol": 198.22
}

=====

Entry 5:
{
  "formula": "C8H13BDyN2",
  "method": "ωB97M-V with the def2-TZVPD basis set",
  "symbols": ["C", "C", "C", "C", "C", "Dy", "N", "C", "C", "H", "H", "H", "H", "H", "H", "H", "H", "H", "H", "B", "C", "N", "H", "H", "H"],
  "xyz": [[1.2379, 0.2294, -1.8855], [0.1210, -0.5161, -2.3307], [0.2516, -1.8739, -1.8555], [1.5103, -1.9383, -1.0905], [2.0861, -0.6070, -1.1233], [-0.0401, -0.6083, 0.1650], [-0.1268, 1.6328, 0.4849], [-1.4306, 2.2540, 0.0912], [-2.1492, 1.1240, -0.6284], [-0.4830, -2.6828, -1.9383], [-0.7282, -0.1154, -2.9273], [1.8845, -2.7907, -0.5296], [3.0440, -0.3362, -0.6829], [1.4273, 1.3047, -2.1053], [-2.1267, 1.1434, -1.6999], [-1.4103, 3.2578, -0.4222], [0.6709, 2.2584, 0.3750], [-2.8202, 0.4402, -0.1115], [-1.5413, 2.3188, 1.2126], [0.2501, -1.1323, 5.1525], [0.0509, -1.0726, 3.5873], [-0.0524, -1.0508, 2.3907], [1.4109, -0.7857, 5.1999], [-0.0395, -2.2170, 5.5711], [-0.4813, -0.2139, 5.4426]],
  "e_above_lowest_kj_mol": 0.0,
  "homo_energy_ev": [-2.5, -2.5],
  "max_force_ev_per_a": 6.05,
  "s2": 9.3499,
  "charge": -1,
  "multiplicity": 6,
  "homo_lumo_gap_ev": [5.28, 5.25],
  "mol_weight_g_mol": 310.52
}

=====

Entry 6:
{
  "formula": "C8H13BI2IrN4O",
  "method": "ωB97M-V with the def2-TZVPD basis set",
  "symbols": ["Ir", "I", "C", "I", "H", "H", "B", "N", "C", "C", "C", "N", "N", "C", "C", "C", "N", "H", "H", "H", "H", "H", "H", "H", "H", "C", "O", "H", "H", "H"],
  "xyz": [[0.2908, 0.3489, -1.4598], [0.3819, -0.7973, -4.0310], [2.0054, -2.0840, -3.3884], [2.9293, -1.2237, -1.6423], [2.7375, -2.1604, -4.1886], [1.6119, -3.0635, -3.1255], [0.0438, -0.2089, 2.2039], [0.7881, 0.9701, 1.6718], [1.3303, 1.8943, 2.5107], [1.9540, 2.8614, 1.7639], [1.7561, 2.4553, 0.4319], [1.0609, 1.3226, 0.4068], [-0.5541, -1.2010, 1.2586], [-1.2212, -2.2945, 1.7014], [-1.6506, -3.0228, 0.6170], [-1.1988, -2.2979, -0.4902], [-0.5380, -1.2179, -0.0793], [-0.7969, 0.1699, 2.9718], [0.7464, -0.7891, 2.9853], [1.2405, 1.8002, 3.5752], [2.4765, 3.7324, 2.1091], [2.0927, 2.9339, -0.4693], [-1.3478, -2.4902, 2.7484], [-2.2050, -3.9379, 0.6084], [-1.3297, -2.5148, -1.5321], [-2.5419, 2.1784, -1.4277], [-1.4154, 1.4643, -1.5430], [-2.5104, 2.8482, -0.5484], [-3.4228, 1.5179, -1.3157], [-2.7134, 2.8063, -2.3228]],
  "e_above_lowest_kj_mol": 305.6,
  "homo_energy_ev": [-14.4, -14.2],
  "max_force_ev_per_a": 4.75,
  "s2": 0.8499,
  "charge": 2,
  "multiplicity": 2,
  "homo_lumo_gap_ev": [4.39, 3.58],
  "mol_weight_g_mol": 638.06
}

=====

Entry 7:
{
  "formula": "C8H13BMnN2",
  "method": "ωB97M-V with the def2-TZVPD basis set",
  "symbols": ["C", "C", "C", "C", "C", "Mn", "N", "C", "C", "H", "H", "H", "H", "H", "H", "H", "H", "H", "H", "B", "C", "N", "H", "H", "H"],
  "xyz": [[-2.1342, 0.1552, -1.4958], [-2.0206, 0.9389, -0.3180], [-1.5713, 0.0760, 0.7641], [-1.4377, -1.2343, 0.2285], [-1.7190, -1.1961, -1.1847], [-0.0617, 0.2887, -0.7909], [0.3498, -1.6845, -1.2425], [0.5733, 2.1011, -1.2016], [0.0466, 2.1928, 0.1245], [-1.4451, 0.3493, 1.8220], [-2.3358, 1.9663, -0.2211], [-1.1624, -2.1158, 0.8000], [-1.9402, -2.0309, -1.8364], [-2.5041, 0.4942, -2.4516], [-0.8321, 2.8255, 0.2946], [1.6790, 1.9904, -1.2838], [1.0681, -1.6617, -2.0511], [0.6753, 2.1590, 1.0183], [0.0064, 2.6052, -2.0041], [2.7532, -1.6937, 2.0969], [1.8269, -0.7794, 1.3248], [1.1305, -0.0683, 0.6940], [2.7262, -2.8526, 1.7112], [2.4691, -1.6160, 3.2809], [3.8596, -1.2092, 1.9217]],
  "e_above_lowest_kj_mol": 396.4,
  "homo_energy_ev": [-9.0, -8.6],
  "max_force_ev_per_a": 3.12,
  "s2": 4.0448,
  "multiplicity": 4,
  "homo_lumo_gap_ev": [7.60, 7.92],
  "mol_weight_g_mol": 202.96
}

=====

Entry 8:
{
  "formula": "C8H13BeBrCaClF7LiN2O9P",
  "method": "ωB97M-V with the def2-TZVPD basis set",
  "symbols": ["C", "C", "N", "F", "C", "C", "C", "C", "O", "O", "C", "C", "H", "H", "H", "H", "H", "H", "H", "H", "H", "H", "H", "H", "H", "Br", "O", "Cl", "O", "O", "O", "Be", "N", "O", "O", "O", "Li", "F", "P", "F", "F", "F", "F", "F", "Ca"],
  "xyz": [[-4.7721, 1.8286, -1.5391], [-3.8907, 1.0556, -1.8150], [-2.9369, 0.2261, -2.2913], [-2.6312, 0.7966, -3.7653], [-1.6455, 0.4180, -1.5508], [-1.7321, -0.0046, -0.0776], [-0.9646, 0.9469, 0.8803], [0.3941, 1.3941, 0.3865], [1.1798, 0.6119, -0.1149], [0.7898, 2.6947, 0.5336], [0.2417, 3.5947, -0.4073], [0.6737, 3.3626, -1.8694], [-5.3907, 2.7339, -1.5815], [-3.2332, -0.7584, -2.3328], [-0.8768, -0.2018, -2.0310], [-1.4093, 1.4878, -1.6450], [-2.7623, -0.1425, 0.2716], [-1.2482, -0.9851, 0.0117], [-1.5837, 1.8024, 1.1818], [-0.8126, 0.3369, 1.7942], [-0.8857, 3.6853, -0.3257], [0.6177, 4.5814, -0.1212], [1.5449, 3.9629, -2.1304], [-0.1577, 3.6957, -2.5123], [0.8032, 2.3038, -2.1201], [-1.4303, 2.2490, -4.9374], [2.1482, -3.8072, -1.7506], [1.7538, -2.5360, -1.3348], [2.1161, -2.2823, 0.0125], [0.3352, -2.3224, -1.5552], [2.4906, -1.5142, -2.2156], [1.6511, -0.4176, -3.0461], [-1.5026, -0.9017, 4.1828], [-1.2475, 0.3084, 4.0075], [-2.0160, -1.5444, 3.2478], [-1.2519, -1.4398, 5.2386], [2.3654, -0.0112, 1.4962], [2.4145, -4.2578, 2.9132], [4.0527, -4.1435, 3.0834], [3.7292, -3.6288, 4.6048], [5.4643, -3.7915, 2.3395], [3.8246, -2.5495, 2.6600], [3.9032, -5.3473, 1.9759], [4.9082, -5.2194, 3.9648], [-3.0206, 3.7300, -1.7162]],
  "homo_energy_ev": -13.0,
  "max_force_ev_per_a": 4.08,
  "charge": 2,
  "homo_lumo_gap_ev": 1.79,
  "mol_weight_g_mol": 616.55
}

=====

Entry 9:
{
  "formula": "C8H13BrClCuO5P",
  "method": "ωB97M-V with the def2-TZVPD basis set",
  "symbols": ["C", "O", "C", "C", "P", "O", "Cl", "O", "C", "O", "O", "C", "C", "C", "C", "Br", "H", "H", "H", "H", "H", "H", "H", "H", "H", "H", "H", "H", "H", "Cu"],
  "xyz": [[2.9020, 1.0922, 1.1916], [1.6414, 1.7669, 1.0647], [1.0881, 1.8742, -0.2161], [-0.3461, 1.3843, -0.1436], [-1.0933, 1.8071, 1.5164], [-2.6939, 1.9104, 1.2859], [-0.6211, 3.5561, 2.1327], [-1.1405, 1.9905, -1.1512], [-0.9714, 1.1770, -2.2942], [-1.2177, 1.5221, -3.3782], [-0.4880, -0.0130, -1.8842], [-0.6369, -0.0882, -0.4728], [0.1993, -1.1384, 0.2371], [0.4387, -2.4077, -0.5992], [-0.2951, -3.6413, -0.0600], [-1.2118, -4.5960, -1.4623], [2.9101, 0.5797, 2.1468], [3.7146, 1.8105, 1.1715], [3.0488, 0.3659, 0.3964], [1.6144, 1.3056, -0.9840], [1.0532, 2.9143, -0.5416], [-3.1370, 1.0540, 1.1486], [-1.7063, -0.2766, -0.2928], [-0.3630, -1.4212, 1.1272], [1.1238, -0.7009, 0.5926], [1.5014, -2.6301, -0.5789], [0.1831, -2.2519, -1.6394], [-1.0172, -3.3916, 0.7092], [0.3949, -4.3554, 0.3708], [-4.8743, 0.8014, 0.6069]],
  "homo_energy_ev": [-14.8, -14.8],
  "max_force_ev_per_a": 1.51,
  "s2": 0.7534,
  "charge": 2,
  "multiplicity": 2,
  "homo_lumo_gap_ev": [3.82, 3.57],
  "mol_weight_g_mol": 399.06
}